[1]
{"formula": "C2H4N4O2", "method": "ωB97M-V/def2-TZVPD", "spin_multiplicity": 1, "total_energy_ev": -12191.410, "total_charge": 0, "e_lumo_ha": 0.0273, "homo_ev": -8.67, "fmax_ha_per_bohr": 0.1471, "species": ["O", "O", "N", "N", "N", "N", "C", "C", "H", "H", "H", "H"], "positions_angstrom": [[-3.66580, 1.21057, 0.70491], [-2.42223, 2.61883, -0.60972], [0.35846, 0.38405, -1.10822], [0.06401, 0.61295, 1.02296], [0.55204, -0.02434, 0.03217], [2.43634, -2.66647, 0.44402], [-3.03427, 1.87461, 0.02784], [2.16114, -2.06654, -0.53627], [0.79316, -0.11456, -1.84075], [-0.30806, 1.08766, -1.25641], [0.19864, 0.25775, 1.93220], [2.86656, -3.17451, 1.18726]], "forces_ev_per_a": [[-1.08, -1.45, 0.99], [0.42, 0.14, -0.66], [-0.61, 1.21, -2.83], [-1.23, 1.56, -3.68], [1.17, -1.84, 7.24], [-0.20, 0.92, -1.58], [0.74, 1.27, -0.31], [0.57, -1.23, 1.32], [0.32, -0.56, -0.67], [-0.98, 1.48, -0.49], [1.02, -1.53, 0.63], [-0.14, 0.03, 0.04]], "lowdin_charge": [0.2203, 0.1818, 0.0573, 0.0398, -0.2384, 0.0442, -0.4557, -0.0676, 0.0713, 0.0797, 0.0039, 0.0633]}

***

[2]
{"formula": "C3H6ClOPS", "method": "ωB97M-V/def2-TZVPD", "spin_multiplicity": 1, "total_energy_ev": -37899.861, "total_charge": 0, "e_lumo_ha": [-0.0614, -0.0778], "homo_ev": [-9.23, -8.67], "fmax_ha_per_bohr": 0.0745, "species": ["Cl", "S", "P", "O", "C", "C", "C", "H", "H", "H", "H", "H", "H"], "positions_angstrom": [[-2.26939, 1.25213, -2.07050], [2.23037, 0.86416, -0.06275], [-1.30147, 0.57964, -0.50183], [-1.47505, -0.86075, -0.27374], [2.21822, -0.71153, -0.74290], [-2.11724, 1.46955, 1.11958], [2.45077, -1.88258, -0.11817], [2.35177, -1.95494, 1.03743], [2.33873, -0.63532, -1.86647], [-2.58438, 2.25924, 0.57562], [2.31560, -2.93024, -0.52782], [-2.71528, 0.71260, 1.54641], [-1.44266, 1.83804, 1.88514]], "forces_ev_per_a": [[-0.87, 0.69, -1.20], [-0.46, -0.55, 0.33], [0.73, 0.30, 3.56], [0.12, -0.85, -0.32], [1.57, 0.81, -2.13], [1.72, -0.09, -1.98], [-1.97, -1.83, 2.73], [0.53, 0.56, -1.99], [-0.63, -0.64, 1.23], [-0.88, 0.66, 0.29], [0.70, 1.64, -0.24], [-1.02, -0.72, 0.11], [0.48, 0.02, -0.40]], "lowdin_charge": [0.3095, 0.5746, 0.3014, -0.4569, -0.7536, -0.1623, -0.0686, 0.0877, 0.0570, -0.0113, 0.0787, 0.0119, 0.0318]}

***

[3]
{"formula": "C14H12N6O", "method": "ωB97M-V/def2-TZVPD", "spin_multiplicity": 1, "smiles": "C[C@H]1CC(=O)NN=C1c1ccc(NN=C(C#N)C#N)cc1", "total_energy_ev": -25698.778, "total_charge": 0, "e_lumo_ha": -0.0381, "homo_ev": -8.63, "fmax_ha_per_bohr": 0.0254, "species": ["O", "N", "N", "N", "N", "N", "N", "C", "C", "C", "C", "C", "C", "C", "C", "C", "C", "C", "C", "C", "C", "H", "H", "H", "H", "H", "H", "H", "H", "H", "H", "H", "H"], "positions_angstrom": [[-4.08265, -2.76291, 4.53512], [3.67629, 1.47909, -5.05783], [1.61381, 1.00797, -2.25597], [-2.58268, -0.80358, 2.03865], [1.75117, 2.29703, -2.33470], [2.66873, 5.40389, -3.37848], [-3.45287, -1.31417, 2.93636], [0.23578, 1.19235, -0.27600], [0.85208, 0.41841, -1.25899], [-1.49944, -1.42297, 1.76416], [2.55979, 4.26504, -3.30794], [-0.66513, -0.80942, 0.72800], [3.14674, 2.13925, -4.28169], [-3.21774, -2.33971, 3.80438], [-0.05742, -1.57106, -0.27013], [-1.77733, -2.80190, 3.80374], [-1.11127, -2.73044, 2.42326], [0.69589, -0.96580, -1.25437], [2.45644, 2.85652, -3.27030], [0.39894, -2.89804, 2.59425], [-0.51668, 0.57864, 0.70000], [0.35692, 2.26314, -0.29875], [-1.49721, -3.54670, 1.79610], [-1.24487, -2.13791, 4.49446], [0.60418, -3.80796, 3.15419], [2.05542, 0.38620, -2.94038], [-1.72956, -3.81085, 4.21377], [1.15744, -1.56188, -2.02862], [-0.20387, -2.63958, -0.30260], [0.81010, -2.05492, 3.14628], [-1.00291, 1.16600, 1.46218], [-4.35676, -0.85785, 2.94732], [0.91249, -2.96093, 1.64018]], "forces_ev_per_a": [[-0.10, -0.11, 0.14], [0.09, -0.16, -0.15], [0.77, -0.01, -1.05], [0.37, 0.40, -0.57], [0.01, 0.15, -0.03], [0.03, 0.31, -0.01], [-0.50, -0.01, 0.11], [0.16, -0.02, -0.27], [-0.68, -0.27, 0.89], [-0.42, -0.30, 0.41], [-0.09, 0.55, 0.17], [0.25, 0.29, -0.36], [0.10, -0.53, -0.18], [0.26, -0.16, 0.13], [-0.16, 0.21, 0.23], [-0.13, -0.08, -0.14], [-0.03, 0.05, 0.20], [0.15, 0.32, -0.19], [-0.32, -0.47, 0.41], [-0.16, -0.07, -0.12], [0.07, -0.30, -0.03], [-0.01, 0.08, 0.05], [0.00, 0.03, 0.05], [0.01, -0.01, -0.02], [0.04, -0.07, 0.05], [-0.07, 0.33, 0.13], [-0.05, 0.09, 0.01], [0.04, -0.08, -0.09], [0.03, -0.13, 0.03], [0.06, 0.07, 0.05], [-0.04, 0.07, 0.07], [0.22, -0.16, 0.09], [0.10, -0.02, 0.00]], "lowdin_charge": [0.0765, 0.1823, 0.0394, 0.1175, 0.1247, 0.1742, 0.0620, -0.0043, -0.2272, -0.2195, -0.1825, -0.1762, -0.1795, -0.4686, -0.0323, -0.0585, -0.2909, -0.0123, -0.3019, -0.0543, -0.0088, 0.1077, 0.1557, 0.1400, 0.0847, 0.1582, 0.1314, 0.1140, 0.1187, 0.0941, 0.1144, 0.1575, 0.0637]}

***

[4]
{"formula": "C4H8Cl8", "method": "ωB97M-V/def2-TZVPD", "spin_multiplicity": 1, "smiles": "ClCCl.ClCCl.ClCCl.ClCCl", "total_energy_ev": -104456.966, "total_charge": 0, "e_lumo_ha": 0.0163, "homo_ev": -10.85, "fmax_ha_per_bohr": 0.0228, "species": ["Cl", "Cl", "Cl", "Cl", "Cl", "Cl", "Cl", "Cl", "C", "C", "C", "C", "H", "H", "H", "H", "H", "H", "H", "H"], "positions_angstrom": [[-0.91477, -1.45967, -2.47276], [5.86306, 1.13990, 2.39937], [5.48596, -1.66007, 1.58514], [-3.36740, 2.53568, 1.64143], [2.27374, 1.64315, -0.28548], [-3.36373, -1.89643, -3.99997], [-2.76199, 0.10520, 0.14844], [-0.30387, 2.94436, -0.62753], [-2.37429, -2.42441, -2.62302], [4.76546, -0.03737, 1.74645], [0.61728, 1.40224, -0.74543], [-3.19360, 0.75011, 1.74737], [0.57964, 1.07490, -1.77566], [-4.17448, 0.39575, 2.04296], [3.92899, -0.07415, 2.43943], [-2.08798, -3.46894, -2.71106], [0.11185, 0.72051, -0.07438], [4.35309, 0.24137, 0.78386], [-2.96244, -2.36261, -1.71095], [-2.47451, 0.43046, 2.49179]], "forces_ev_per_a": [[0.19, 0.10, 0.10], [0.47, 0.42, -0.07], [-0.12, 0.27, 0.06], [0.30, -0.57, 0.32], [0.62, -0.03, 0.21], [0.14, -0.25, 0.27], [0.01, -0.13, 0.35], [0.19, -0.36, -0.13], [-0.37, -0.41, 0.21], [-0.86, -0.53, 0.12], [-0.96, 0.67, -0.08], [-0.63, 0.54, -0.26], [-0.04, -0.04, -0.02], [0.00, -0.20, -0.24], [0.10, -0.36, 0.02], [0.05, 0.11, -0.49], [0.17, -0.19, -0.02], [0.45, 0.17, -0.12], [0.00, 0.44, -0.09], [0.30, 0.35, -0.14]], "lowdin_charge": [0.5135, 0.5314, 0.4902, 0.4771, 0.5684, 0.5064, 0.5074, 0.4729, -1.0400, -1.0773, -1.0428, -0.9708, 0.0022, 0.0193, 0.0218, 0.0292, -0.0124, -0.0330, 0.0053, 0.0314]}